(1)
C5H13NO2 | ωB97M-V with the def2-TZVPD basis set

Geometry as XYZ:
```
21
Properties=species:S:1:pos:R:3:nbo_charge:R:1
N -1.21 -0.47 0.35 -0.68
C -0.54 -0.72 1.61 -0.22
C 0.80 0.04 1.48 -0.43
C 0.62 1.11 0.41 -0.42
C -0.75 0.81 -0.33 -0.05
C -0.40 0.59 -1.87 -0.07
O 0.07 1.94 -2.08 -0.75
H -2.24 -0.44 0.40 0.38
H -0.32 -1.81 1.76 0.22
H -1.17 -0.36 2.53 0.17
H 1.53 -0.71 1.29 0.21
H 1.22 0.48 2.52 0.22
H 0.53 2.19 0.54 0.24
H 1.58 1.04 -0.34 0.18
H -1.46 1.62 -0.31 0.19
H 0.28 -0.19 -1.97 0.16
H -1.24 0.51 -2.67 0.19
H 1.12 2.07 -1.86 0.47
H -0.21 -2.31 -0.68 0.49
H 1.31 -2.49 -0.46 0.46
O 0.48 -2.92 -0.33 -0.95
```

Output
**Orbital gap**: 9.58 eV
**LUMO level**: 0.703 eV
**Total energy**: -403.46050 a.u.
**Energy relative to the best compared isomer or geometry (same formula, charge and spin)**: 3.159 eV

---

(2)
C5H7NO | ωB97M-V with the def2-TZVPD basis set

Geometry as XYZ:
```
14
Properties=species:S:1:pos:R:3:nbo_charge:R:1
C 0.32 -1.35 -1.41 -0.64
C 0.11 -0.42 -0.25 -0.06
C -0.75 -0.63 0.84 0.01
N -0.83 0.43 1.67 -0.52
C 0.43 1.13 1.38 0.68
O 1.10 1.72 2.17 -0.48
C 0.59 0.89 -0.10 -0.36
H -0.27 -2.26 -1.29 0.22
H 1.37 -1.64 -1.51 0.23
H 0.02 -0.87 -2.35 0.23
H -1.43 -1.47 0.95 0.21
H -1.30 1.44 0.69 0.16
H 1.35 1.37 -0.70 0.25
H -0.72 1.66 -0.09 0.06
```

Output
**Orbital gap**: 9.50 eV
**LUMO level**: -0.271 eV
**Total energy**: -324.58101 a.u.
**Energy relative to the best compared isomer or geometry (same formula, charge and spin)**: 3.904 eV

---

(3)
C30H32BN8O2PTi | ωB97M-V with the def2-TZVPD basis set

Geometry as XYZ:
```
75
Properties=species:S:1:pos:R:3:mulliken_spin:R:1
Ti -0.10 -0.08 -0.64 0.95
C 0.08 1.40 2.99 -0.01
C 0.80 0.17 2.58 0.01
C 1.66 -0.63 3.34 0.00
C 2.06 -1.65 2.50 0.00
N 1.45 -1.48 1.32 0.01
N 0.68 -0.35 1.36 -0.07
B 1.91 -2.04 -0.06 0.04
N 0.61 -2.28 -0.93 -0.01
C 0.55 -3.07 -2.02 0.01
C -0.74 -3.48 -2.21 -0.01
C -1.48 -2.85 -1.20 0.00
C -2.95 -2.91 -0.95 0.00
N -0.67 -2.14 -0.41 -0.01
N 2.70 -0.90 -0.76 0.00
C 3.99 -0.61 -0.98 0.00
C 4.08 0.71 -1.39 0.00
C 2.77 1.19 -1.40 -0.02
C 2.26 2.53 -1.80 0.00
N 1.95 0.22 -1.00 0.01
N 2.68 -3.31 0.11 -0.01
C 2.16 -4.50 0.52 0.00
C 3.19 -5.39 0.62 0.00
C 4.34 -4.66 0.25 0.00
C 5.75 -5.13 0.16 0.00
N 4.03 -3.41 -0.05 0.00
H 0.75 2.07 3.53 0.00
H -0.76 1.17 3.64 0.00
H -0.30 1.94 2.11 0.01
H 1.96 -0.48 4.37 0.00
H 2.73 -2.48 2.65 0.00
H 1.46 -3.33 -2.55 0.00
H -1.12 -4.11 -3.00 0.00
H -3.34 -3.88 -1.26 0.00
H -3.46 -2.13 -1.51 0.00
H -3.16 -2.77 0.11 0.00
H 4.73 -1.37 -0.83 0.00
H 4.97 1.24 -1.66 0.00
H 2.16 2.60 -2.88 0.00
H 2.94 3.31 -1.47 0.00
H 1.28 2.73 -1.35 0.01
H 1.10 -4.61 0.71 0.00
H 3.14 -6.43 0.92 0.00
H 5.88 -6.08 0.68 0.00
H 6.44 -4.41 0.60 0.00
H 6.05 -5.28 -0.88 0.00
O -2.44 -0.28 -2.39 0.02
C -1.57 0.56 -2.53 0.02
O -0.28 0.26 -2.58 -0.02
C -1.85 2.04 -2.34 -0.02
P -1.59 2.14 -0.51 0.09
C -1.59 3.88 -0.04 0.00
C -1.15 4.87 -0.91 0.00
C -1.13 6.19 -0.51 0.00
C -1.56 6.54 0.76 0.00
C -2.00 5.56 1.64 0.00
C -2.02 4.23 1.24 0.00
C -3.08 1.41 0.20 -0.03
C -2.94 0.34 1.08 0.01
C -4.06 -0.28 1.62 0.00
C -5.32 0.17 1.29 0.00
C -5.47 1.24 0.42 0.00
C -4.36 1.86 -0.13 0.00
H -2.84 2.34 -2.65 0.00
H -1.07 2.62 -2.83 0.00
H -0.81 4.61 -1.91 0.00
H -0.80 6.96 -1.20 0.00
H -1.55 7.57 1.07 0.00
H -2.34 5.82 2.63 0.00
H -2.38 3.47 1.93 0.00
H -1.95 -0.02 1.37 0.00
H -3.94 -1.11 2.31 0.00
H -6.20 -0.31 1.71 0.00
H -6.46 1.60 0.16 0.00
H -4.49 2.70 -0.80 0.00
```

Output
**Orbital gap (alpha / beta)**: 7.97 / 8.22 eV
**Net charge**: +1
**<S²>**: 0.75
**LUMO level (alpha / beta)**: -3.451 / -3.207 eV
**Total energy**: -2966.62417 a.u.
**2S+1**: 2

---

(4)
C19H43B2BrO17S3 | ωB97M-V with the def2-TZVPD basis set

Geometry as XYZ:
```
85
Properties=species:S:1:pos:R:3:lowdin_charge:R:1
C 5.39 1.38 -0.19 -0.03
C 5.50 -0.12 -0.47 -0.20
O 4.31 -0.65 -1.07 -0.05
C 4.45 -1.09 -2.41 -0.28
B 5.17 -2.51 -2.36 -0.60
O 4.75 -3.49 -1.52 0.22
O 6.24 -2.70 -3.18 0.07
C 6.81 -4.01 -3.24 -0.05
O 5.09 -0.10 -3.22 0.13
C 4.18 0.90 -3.40 -0.56
O 4.44 1.98 -3.79 0.19
O 2.95 0.46 -3.06 0.08
C 3.01 -0.98 -3.01 -0.22
C 3.00 -1.60 -4.40 -0.12
C 1.66 -1.77 -5.12 -0.68
C 0.91 -3.07 -4.76 -0.12
Br 0.49 -0.23 -4.93 0.79
B 1.96 -1.51 -1.92 -0.61
O 1.82 -2.87 -1.70 0.17
O 1.26 -0.60 -1.20 0.07
C -0.11 -0.86 -0.89 -0.04
H 6.34 1.85 -0.43 0.08
H 5.16 1.59 0.85 0.06
H 4.63 1.84 -0.83 0.08
H 5.65 -0.64 0.47 0.13
H 6.38 -0.31 -1.08 0.13
H 4.16 -3.16 -0.84 0.12
H 7.14 -4.35 -2.26 0.09
H 6.12 -4.71 -3.69 0.10
H 7.68 -3.94 -3.89 0.09
H 3.47 -2.58 -4.39 0.14
H 3.63 -0.97 -5.03 0.14
H 1.88 -1.82 -6.18 0.08
H -0.08 -2.87 -4.37 0.06
H 1.49 -3.66 -4.06 0.07
H 0.78 -3.66 -5.67 0.08
H 0.95 -3.21 -1.94 0.10
H -0.26 -1.83 -0.41 0.10
H -0.72 -0.76 -1.79 0.09
H -0.43 -0.11 -0.18 0.07
O 4.27 3.13 3.25 -0.28
S 3.39 3.65 4.25 0.56
O 2.42 2.80 4.86 -0.27
O 2.68 4.94 3.66 -0.26
C 2.00 4.80 2.39 -0.24
C 0.68 4.05 2.50 -0.07
C 4.32 4.46 5.51 -0.12
H 2.67 4.33 1.67 0.11
H 1.83 5.82 2.06 0.12
H 0.83 3.01 2.77 0.07
H 0.17 4.09 1.54 0.07
H 0.04 4.51 3.26 0.09
H 5.04 5.12 5.04 0.07
H 4.83 3.68 6.07 0.08
H 3.63 5.00 6.15 0.07
O -2.75 -0.01 1.07 -0.28
S -2.65 0.88 2.18 0.55
O -1.51 0.83 3.05 -0.27
O -3.98 0.79 3.04 -0.26
C -4.38 -0.52 3.52 -0.24
C -3.54 -0.99 4.69 -0.07
C -2.86 2.53 1.62 -0.12
H -4.36 -1.23 2.70 0.11
H -5.42 -0.40 3.83 0.12
H -2.51 -1.18 4.39 0.07
H -3.96 -1.92 5.08 0.08
H -3.53 -0.25 5.48 0.09
H -3.73 2.58 0.98 0.07
H -1.96 2.79 1.06 0.06
H -2.96 3.19 2.48 0.08
O -8.34 -0.96 2.16 -0.28
S -9.09 -1.22 0.96 0.56
O -9.22 -2.55 0.47 -0.27
O -8.54 -0.27 -0.19 -0.26
C -7.12 -0.31 -0.47 -0.24
C -6.70 -1.56 -1.22 -0.07
C -10.69 -0.51 1.11 -0.12
H -6.57 -0.20 0.46 0.11
H -6.94 0.57 -1.07 0.12
H -6.83 -2.45 -0.62 0.07
H -5.65 -1.48 -1.50 0.08
H -7.30 -1.68 -2.12 0.09
H -10.59 0.52 1.46 0.07
H -11.24 -1.11 1.83 0.08
H -11.18 -0.54 0.14 0.08
```

Output
**Orbital gap**: 10.29 eV
**LUMO level**: 0.372 eV
**Total energy**: -5847.27042 a.u.

---

(5)
C9H11NOS2 | ωB97M-V with the def2-TZVPD basis set

Geometry as XYZ:
```
24
Properties=species:S:1:pos:R:3:nbo_charge:R:1
C 0.66 0.04 -0.62 -0.24
C -0.62 0.06 -0.31 0.07
C 1.74 1.20 -0.69 0.10
C 3.43 -0.27 0.37 0.68
C -1.54 -1.15 -0.32 -0.46
C -1.40 1.28 0.02 -0.45
C 2.53 -1.53 0.30 -0.65
C -2.92 -0.49 -0.13 -0.39
C -2.57 0.68 0.83 -0.39
N 2.97 0.87 -0.20 -0.61
O 4.56 -0.34 0.80 -0.56
S 1.38 2.65 -1.35 -0.03
S 1.37 -1.54 -1.08 0.25
H -1.38 -1.63 -1.20 0.23
H -1.60 -1.92 0.53 0.24
H -0.74 1.91 0.65 0.23
H -1.88 1.87 -0.84 0.24
H 3.29 -2.34 0.29 0.27
H 1.88 -1.58 1.29 0.25
H -3.30 0.00 -1.08 0.20
H -3.71 -1.09 0.37 0.21
H -2.29 0.26 1.72 0.19
H -3.40 1.42 0.90 0.21
H 3.54 1.62 -0.24 0.42
```

Output
**Orbital gap**: 8.27 eV
**LUMO level**: -0.441 eV
**Total energy**: -1275.87443 a.u.
**Energy relative to the best compared isomer or geometry (same formula, charge and spin)**: 1.639 eV

---

(6)
C3H6NOS2 | ωB97M-V with the def2-TZVPD basis set

Geometry as XYZ:
```
13
Properties=species:S:1:pos:R:3:nbo_charge:R:1
C -0.12 0.70 -0.88 -0.46
C 0.09 0.88 0.64 -0.25
C -0.13 -0.88 -0.53 -0.16
N 0.50 -0.54 0.76 -0.21
O 0.05 -1.26 1.83 -0.59
S -1.65 -1.61 -0.49 -0.55
S 1.16 -1.81 -1.53 -0.16
H -1.07 1.12 -1.38 0.22
H 0.73 0.93 -1.52 0.20
H 0.93 1.58 1.08 0.17
H -0.85 1.18 1.36 0.18
H -0.92 -1.41 1.68 0.46
H 0.20 -2.61 -2.29 0.14
```

Output
**Orbital gap**: 6.73 eV
**Net charge**: -1
**LUMO level**: 3.567 eV
**Total energy**: -1044.22593 a.u.
**Energy relative to the best compared isomer or geometry (same formula, charge and spin)**: 0.848 eV